#w
DFT (ωB97M-V with the def2-TZVPD basis set) results for a cluster of 2 separate species, C3H10NO2 in total.

Calculated values
- total charge = -1
- multiplicity = 1
- HOMO (eV) = -2.7650
- frontier orbital gap (eV) = 6.8781

Each line ends with the Löwdin charge.
Element x y z (Å)
C (1.01, 0.59, -1.53)  -0.09
N (0.60, 0.01, -0.14)  -0.20
C (-0.82, -0.25, 0.13)  -0.24
C (-1.40, 1.00, 1.14)  -0.44
O (-0.36, 1.83, 1.47)  -0.39
H (0.04, 0.80, -2.12)  0.08
H (1.59, -0.27, -2.11)  0.09
H (1.52, 1.46, -1.33)  0.02
H (0.88, 0.75, 0.52)  0.05
H (-1.01, -1.25, 0.60)  0.08
H (-1.28, -0.46, -0.90)  0.09
H (-1.95, 0.58, 1.99)  0.05
H (-2.17, 1.44, 0.41)  0.06
H (0.64, -1.71, -0.49)  -0.05
H (1.55, -2.89, -0.11)  0.05
O (0.77, -2.66, -0.71)  -0.15



#x
DFT (ωB97M-V with the def2-TZVPD basis set) results for a cluster of 2 separate species, C3H10NO2 in total.

Calculated values
- total charge = -1
- multiplicity = 1
- HOMO (eV) = -2.3838
- frontier orbital gap (eV) = 6.3136

Each line ends with the Löwdin charge.
Element x y z (Å)
C (1.39, -0.62, -0.46)  -0.13
N (0.41, 0.45, -0.20)  -0.18
C (-0.84, 0.02, 0.40)  -0.27
C (-0.68, -0.32, 1.89)  -0.52
O (-0.30, 0.76, 2.65)  -0.41
H (2.22, -0.09, -0.95)  0.07
H (1.62, -1.18, 0.45)  0.06
H (0.94, -1.37, -1.11)  0.07
H (0.84, 1.08, 0.48)  0.10
H (-1.51, 0.88, 0.32)  0.10
H (-1.23, -0.88, -0.09)  0.10
H (-1.63, -0.69, 2.32)  0.07
H (0.09, -1.12, 1.91)  0.06
H (-0.26, 0.74, -1.79)  -0.03
H (-0.53, 1.62, -3.07)  0.01
O (-0.55, 0.72, -2.74)  -0.12



#y
DFT (ωB97M-V with the def2-TZVPD basis set) results for a cluster of 2 separate species, C3H10NO2 in total.

Calculated values
- total charge = -1
- multiplicity = 1
- HOMO (eV) = -3.4214
- frontier orbital gap (eV) = 7.5285

Each line ends with the Löwdin charge.
Element x y z (Å)
C (1.64, 1.48, -0.81)  -0.21
N (0.87, 0.36, -0.38)  -0.13
C (0.74, 0.22, 1.08)  -0.50
O (0.27, -0.98, 1.48)  -0.26
H (1.18, 2.42, -0.49)  0.06
H (1.74, 1.48, -1.89)  0.06
H (2.63, 1.54, -0.30)  0.06
H (1.18, -0.53, -0.76)  0.09
H (1.75, 0.43, 1.51)  0.09
H (0.06, 1.05, 1.37)  0.10
H (-1.08, -0.96, 1.19)  0.00
C (-2.19, -1.32, -0.44)  -0.27
O (-2.11, -0.83, 0.87)  -0.24
H (-2.15, -0.52, -1.20)  0.05
H (-1.36, -1.99, -0.69)  0.06
H (-3.16, -1.84, -0.54)  0.05



Short version: #y is the most stable of them.



#w
DFT (ωB97M-V with the def2-TZVPD basis set) results for a cluster of 2 separate species, C3H10NO2 in total.

Calculated values
- total charge = -1
- multiplicity = 1
- HOMO (eV) = -3.0789
- frontier orbital gap (eV) = 6.9926

Each line ends with the Löwdin charge.
Element x y z (Å)
C (-0.07, 0.63, 0.89)  -0.28
O (-0.62, 1.67, 0.13)  -0.12
C (0.61, -0.63, 0.21)  -0.45
C (2.11, -0.40, -0.23)  -0.11
N (-0.18, -1.00, -0.96)  0.02
H (0.55, 1.18, 1.69)  0.11
H (-0.94, 0.18, 1.65)  0.15
H (0.75, -1.40, 0.92)  0.09
H (2.23, 0.63, -0.96)  0.13
H (2.47, -1.25, -0.78)  0.04
H (2.77, -0.10, 0.60)  0.04
H (-1.05, -0.43, -0.90)  0.02
H (-0.65, -1.88, -0.69)  0.07
H (-1.60, 1.49, 0.13)  0.06
H (-3.17, 1.14, -0.91)  -0.17
O (-3.21, 0.16, -0.79)  -0.60



#x
DFT (ωB97M-V with the def2-TZVPD basis set) results for a cluster of 2 separate species, C3H10NO2 in total.

Calculated values
- total charge = -1
- multiplicity = 1
- HOMO (eV) = -3.1979
- frontier orbital gap (eV) = 7.3608

Each line ends with the Löwdin charge.
Element x y z (Å)
C (0.20, -0.74, 1.04)  -0.47
O (0.70, -1.40, -0.04)  -0.32
C (-0.91, 0.27, 0.72)  -0.47
C (-0.34, 1.16, -0.41)  -0.11
N (-2.13, -0.40, 0.26)  -0.01
H (0.90, -0.17, 1.66)  0.08
H (-0.41, -1.38, 1.71)  0.08
H (-1.08, 0.93, 1.57)  0.10
H (0.03, 0.52, -1.24)  0.06
H (-1.00, 1.81, -0.98)  0.05
H (0.64, 1.47, -0.03)  0.06
H (-2.55, 0.11, -0.53)  0.04
H (-1.73, -1.18, -0.33)  0.08
H (2.16, -0.87, -0.68)  -0.01
H (2.71, 0.41, -1.34)  -0.01
O (2.82, -0.54, -1.37)  -0.15



Short version: #x is the most stable of them.



#w
DFT (ωB97M-V with the def2-TZVPD basis set) results for the molecule C4H3N3.

Calculated values
- SMILES string = N#Cc1cc[nH]n1
- multiplicity = 1
- HOMO (eV) = -10.1323
- frontier orbital gap (eV) = 10.8406

Each line ends with the Löwdin charge.
Element x y z (Å)
N (3.47, -0.21, -0.13)  0.11
C (2.32, -0.13, 0.07)  -0.12
C (0.75, -0.08, 0.04)  -0.26
C (-0.17, 1.01, 0.00)  -0.04
C (-1.35, 0.41, -0.11)  -0.08
N (-1.14, -0.96, -0.06)  0.01
N (0.11, -1.25, 0.05)  0.07
H (0.02, 2.02, 0.24)  0.10
H (-2.29, 0.85, -0.12)  0.10
H (-1.72, -1.67, 0.03)  0.09



#x
DFT (ωB97M-V with the def2-TZVPD basis set) results for the molecule C4H3N3.

Calculated values
- multiplicity = 1
- HOMO (eV) = -9.8533
- frontier orbital gap (eV) = 9.4828

Each line ends with the Löwdin charge.
Element x y z (Å)
C (2.25, -0.30, -0.02)  0.09
C (1.53, -0.46, 1.02)  -0.15
C (0.26, -0.21, 0.54)  -0.36
C (-0.05, 0.95, -0.33)  -0.14
N (-1.37, 0.65, -0.88)  0.03
N (-1.76, -0.45, -0.46)  0.03
N (-0.81, -1.00, 0.41)  0.09
H (0.82, 0.82, -1.03)  0.11
H (0.04, 1.96, 0.05)  0.14
H (-0.92, -1.96, 0.70)  0.16



Short version: #w is the most stable of them.



#w
DFT (ωB97M-V with the def2-TZVPD basis set) results for the molecule C3H9NS2.

Calculated values
- SMILES string = C[C@@H](N)CSS
- multiplicity = 1
- HOMO (eV) = -9.1678
- frontier orbital gap (eV) = 9.5235

Each line ends with the Löwdin charge.
Element x y z (Å)
C (-1.23, 0.32, 1.24)  -0.06
C (-0.47, 0.23, -0.11)  -0.56
N (-0.69, 1.35, -1.03)  0.05
C (0.98, 0.08, 0.24)  -0.44
S (2.14, -0.90, -1.10)  0.35
S (1.41, -2.83, -0.67)  0.28
H (-0.46, 0.92, 1.86)  0.10
H (-2.18, 0.93, 1.08)  0.10
H (-1.33, -0.64, 1.74)  0.07
H (-0.84, -0.67, -0.67)  0.12
H (0.14, 1.38, -1.61)  0.07
H (-0.66, 2.08, -0.47)  0.00
H (1.37, 1.13, 0.14)  0.09
H (1.24, -0.47, 1.10)  0.03
H (0.60, -2.91, -1.74)  -0.21



#x
DFT (ωB97M-V with the def2-TZVPD basis set) results for a cluster of 2 separate species, C3H9NS2 in total.

Calculated values
- SMILES string = C=[N+](C)[S-].CS
- multiplicity = 1
- HOMO (eV) = -7.9893
- frontier orbital gap (eV) = 7.8547

Each line ends with the Löwdin charge.
Element x y z (Å)
C (0.86, -0.96, -1.19)  -0.02
N (1.20, -0.38, -0.09)  -0.70
C (2.34, 0.57, -0.21)  -0.14
S (0.89, -0.81, 1.51)  0.51
H (1.56, -0.95, -2.03)  0.10
H (-0.03, -1.49, -1.13)  0.01
H (2.73, 0.48, -1.13)  0.01
H (1.95, 1.66, -0.15)  0.13
H (3.11, 0.14, 0.55)  0.10
C (-2.53, 0.53, 1.08)  -0.44
S (-2.60, -0.87, -0.12)  0.61
H (-2.16, 0.06, 1.93)  -0.03
H (-3.46, 0.79, 1.27)  -0.05
H (-1.83, 1.36, 0.76)  0.07
H (-2.03, -0.13, -1.05)  -0.18



Short version: #w is the most stable of them.



#w
DFT (ωB97M-V with the def2-TZVPD basis set) results for the molecule C3H9NS2.

Calculated values
- SMILES string = CCSN(C)S
- multiplicity = 1
- HOMO (eV) = -8.1391
- frontier orbital gap (eV) = 8.8436

Each line ends with the Löwdin charge.
Element x y z (Å)
C (1.46, 0.91, -0.57)  -0.22
C (1.86, -0.04, 0.51)  -0.30
S (0.01, -0.32, 1.72)  0.75
N (-1.11, -0.10, 0.50)  -1.10
C (-1.56, -1.28, -0.24)  -0.20
S (-1.64, 1.47, 0.11)  0.74
H (0.60, 0.47, -1.00)  0.00
H (1.10, 1.85, -0.11)  0.05
H (2.25, 1.21, -1.34)  0.11
H (2.32, 0.30, 1.39)  0.00
H (2.26, -1.06, 0.11)  0.09
H (-2.64, -1.44, -0.27)  0.07
H (-1.20, -0.95, -1.31)  0.09
H (-0.87, -2.10, 0.01)  0.06
H (-2.83, 1.10, 0.50)  -0.15



#x
DFT (ωB97M-V with the def2-TZVPD basis set) results for the molecule C3H9NS2.

Calculated values
- SMILES string = CSSCCN
- multiplicity = 1
- HOMO (eV) = -8.8732
- frontier orbital gap (eV) = 9.3926

Each line ends with the Löwdin charge.
Element x y z (Å)
C (1.84, 1.52, -0.53)  -0.43
S (1.95, -0.36, -0.17)  0.42
S (0.10, -0.64, 0.78)  0.47
C (-0.94, -0.63, -0.71)  -0.54
C (-2.07, 0.50, -0.52)  -0.33
N (-2.85, 0.33, 0.69)  -0.03
H (2.84, 1.93, -0.60)  0.00
H (1.45, 1.91, -1.50)  0.04
H (1.35, 2.09, 0.25)  0.02
H (-1.25, -1.64, -0.73)  0.02
H (-0.36, -0.40, -1.70)  0.10
H (-2.65, 0.50, -1.42)  0.08
H (-1.52, 1.50, -0.45)  0.12
H (-3.48, -0.53, 0.79)  0.11
H (-2.19, 0.01, 1.34)  -0.04



#y
DFT (ωB97M-V with the def2-TZVPD basis set) results for a cluster of 2 separate species, C3H9NS2 in total.

Calculated values
- SMILES string = C=CN.CSS
- multiplicity = 1
- HOMO (eV) = -8.8358
- frontier orbital gap (eV) = 9.3283

Each line ends with the Löwdin charge.
Element x y z (Å)
C (-0.95, -1.60, -2.40)  -0.02
C (-0.50, -0.48, -1.85)  -0.29
N (-0.66, -0.08, -0.50)  0.01
H (-1.51, -2.32, -1.82)  0.05
H (-0.83, -1.81, -3.45)  0.04
H (0.01, 0.27, -2.45)  0.10
H (-1.58, -0.35, -0.20)  0.09
H (-0.63, 0.92, -0.40)  0.04
C (1.68, 0.18, 1.76)  -0.48
S (0.24, 0.39, 2.84)  0.34
S (-0.34, 2.32, 2.40)  0.32
H (2.28, 1.09, 1.84)  0.02
H (1.25, -0.06, 0.81)  -0.02
H (2.37, -0.53, 2.24)  0.03
H (-0.83, 2.07, 1.19)  -0.25



Short version: #y is the most stable of them.



#w
DFT (ωB97M-V with the def2-TZVPD basis set) results for a cluster of 2 separate species, C3H9NS2 in total.

Calculated values
- SMILES string = C=CN.CSS
- multiplicity = 1
- HOMO (eV) = -8.1371
- frontier orbital gap (eV) = 8.8524

Each line ends with the Löwdin charge.
Element x y z (Å)
C (0.09, 0.76, 5.55)  -0.05
C (-0.38, -0.37, 5.03)  -0.33
N (-1.54, -0.58, 4.32)  0.04
H (-0.42, 1.72, 5.47)  0.04
H (1.08, 0.83, 5.94)  0.03
H (0.05, -1.32, 5.35)  0.10
H (-2.24, 0.13, 4.28)  0.09
H (-1.77, -1.51, 4.02)  0.08
C (-1.00, 0.99, -2.15)  -0.45
S (-0.21, -0.22, -3.29)  0.31
S (1.67, -0.26, -2.67)  0.27
H (-1.85, 1.42, -2.66)  0.03
H (-0.21, 1.70, -1.91)  0.01
H (-1.18, 0.50, -1.21)  0.02
H (2.19, 0.82, -3.29)  -0.19



#x
DFT (ωB97M-V with the def2-TZVPD basis set) results for a cluster of 2 separate species, C3H9NS2 in total.

Calculated values
- SMILES string = C=NC.CSS
- multiplicity = 1
- HOMO (eV) = -9.0573
- frontier orbital gap (eV) = 9.5878

Each line ends with the Löwdin charge.
Element x y z (Å)
C (-2.26, -0.18, 0.47)  -0.07
N (-1.93, 0.34, -0.67)  -0.09
C (-1.10, -0.48, -1.54)  -0.17
H (-3.27, -0.22, 0.81)  0.05
H (-1.59, -1.07, 0.87)  0.10
H (-0.36, 0.13, -2.11)  0.08
H (-1.60, -1.09, -2.18)  0.04
H (-0.32, -1.08, -0.98)  0.08
C (1.29, 1.35, 0.63)  -0.51
S (2.94, 0.65, 0.37)  0.34
S (2.85, -0.95, 1.65)  0.26
H (1.28, 2.52, 0.56)  0.08
H (0.88, 1.08, 1.59)  0.00
H (0.68, 0.93, -0.16)  -0.03
H (2.50, -1.94, 0.70)  -0.16



Short version: #w is the most stable of them.



#w
DFT (ωB97M-V with the def2-TZVPD basis set) results for a cluster of 2 separate species, CH4N2P2 in total.

Calculated values
- multiplicity = 1
- HOMO (eV) = -9.0627
- frontier orbital gap (eV) = 8.1451

Each line ends with the Löwdin charge.
Element x y z (Å)
C (0.70, 0.12, 0.60)  -0.72
N (1.20, 1.18, 0.55)  0.06
N (-1.73, 1.24, -0.17)  -0.32
P (-0.19, -1.33, 0.24)  0.44
P (-1.85, -0.42, -0.49)  0.51
H (-0.91, 1.73, 0.23)  0.01
H (-2.50, 1.79, -0.56)  0.02
H (2.31, -2.14, -0.40)  -0.04
H (2.97, -2.18, -0.01)  0.03



#x
DFT (ωB97M-V with the def2-TZVPD basis set) results for a cluster of 2 separate species, CH4N2P2 in total.

Calculated values
- multiplicity = 1
- HOMO (eV) = -8.3345
- frontier orbital gap (eV) = 7.6785

Each line ends with the Löwdin charge.
Element x y z (Å)
C (1.87, -0.77, -0.33)  -1.04
N (1.86, -2.02, -0.33)  0.03
N (-0.23, 0.94, -0.13)  -0.33
P (2.73, 0.56, 0.53)  0.61
P (1.21, 0.78, -1.07)  0.57
H (1.19, -2.49, -0.94)  0.04
H (-1.01, 0.42, -0.52)  0.02
H (-0.51, 1.91, -0.04)  0.01
H (1.09, 0.40, 1.83)  0.09



Short version: #w is the most stable of them.



#w
DFT (ωB97M-V with the def2-TZVPD basis set) results for the molecule C3H4BrN.

Calculated values
- SMILES string = [H]/N=C/C(=C)Br
- multiplicity = 1
- HOMO (eV) = -9.1191
- frontier orbital gap (eV) = 9.1509

Each line ends with the Löwdin charge.
Element x y z (Å)
H (-0.31, -2.85, 0.07)  0.09
N (0.30, -1.97, 0.10)  0.07
C (-0.28, -0.87, -0.09)  -0.36
C (0.53, 0.34, -0.06)  -0.79
C (-0.25, 1.61, 0.03)  0.02
Br (2.38, 0.36, -0.04)  0.75
H (-1.38, -0.64, -0.28)  0.13
H (0.29, 2.61, 0.21)  0.08
H (-1.28, 1.41, 0.06)  0.01



#x
DFT (ωB97M-V with the def2-TZVPD basis set) results for the molecule C3H4BrN.

Calculated values
- SMILES string = C=NC(=C)Br
- multiplicity = 1
- HOMO (eV) = -9.7151
- frontier orbital gap (eV) = 9.2454

Each line ends with the Löwdin charge.
Element x y z (Å)
C (-1.00, -1.31, 0.13)  -0.02
N (0.14, -1.09, -0.37)  -0.02
C (0.73, 0.10, -0.01)  -0.60
C (0.26, 1.31, -0.10)  -0.04
Br (2.93, 0.13, 0.16)  0.41
H (-1.60, -2.22, -0.20)  0.10
H (-1.57, -0.55, 0.63)  0.07
H (0.85, 2.20, 0.12)  0.06
H (-0.73, 1.44, -0.35)  0.04



#y
DFT (ωB97M-V with the def2-TZVPD basis set) results for a structure of composition C3H4BrN.

Calculated values
- multiplicity = 1
- HOMO (spin up / spin down) (eV) = -8.6871 / -8.6830
- frontier orbital gap (spin up / spin down) (eV) = 5.3638 / 5.3561

Each line ends with the Löwdin charge.
Element x y z (Å)
C (1.04, -0.23, 0.50)  -0.10
C (-0.40, 1.07, -0.19)  -0.13
C (-0.32, -0.38, 0.19)  0.00
N (1.07, 0.99, -0.03)  0.15
Br (-1.29, -2.64, 2.38)  -0.35
H (1.91, -0.76, 0.99)  0.15
H (-0.71, 1.15, -1.20)  0.10
H (-0.93, 1.80, 0.33)  0.10
H (-0.95, -1.36, -0.05)  0.08



Short version: #w is the most stable of them.